129
Properties=species:S:1:pos:R:3:forces:R:3 method="wB97M-V/def2-TZVPD" largest_force_ev_per_a=0.87 smiles="C#CCCCOC(=O)N([PH2]=O)C(F)(F)CC[Si](C)(C)c1ccccc1.c1cc[nH]c1.c1cc[nH]c1.c1cc[nH]c1.c1cc[nH]c1.c1cc[nH]c1.c1cc[nH]c1.c1cc[nH]c1.c1cc[nH]c1" lumo_ha=0.017 e_tot_ev=-94004.135 orbital_gap_ev=8.3 spin_multiplicity=1
C -3.364 7.568 3.273 0.01 -0.20 -0.32
C -3.250 6.375 3.193 -0.05 0.17 0.37
C -3.096 4.927 3.287 0.35 -0.09 0.12
C -2.002 4.519 4.286 -0.21 -0.38 -0.34
C -1.779 3.024 4.211 -0.31 0.12 -0.36
O -0.969 2.790 3.027 0.60 0.14 0.61
C -0.582 1.530 2.843 -0.18 0.19 -0.39
O -1.257 0.564 3.018 -0.07 -0.19 0.33
N 0.753 1.494 2.278 -0.21 -0.61 -0.22
P 0.752 0.778 0.737 -0.29 -0.62 -0.37
O 0.912 -0.682 0.616 0.28 0.06 0.00
C 1.748 1.050 3.235 0.03 0.79 0.08
F 1.549 -0.228 3.622 -0.06 -0.05 0.05
F 1.501 1.806 4.363 0.03 -0.05 0.03
C 3.173 1.290 2.769 -0.09 -0.37 0.10
C 3.833 0.070 2.095 0.18 0.50 -0.05
Si 4.812 0.395 0.508 0.20 -0.47 -0.17
C 4.373 -0.986 -0.676 -0.23 0.37 -0.02
C 6.655 0.352 0.848 -0.25 0.20 0.16
C 4.443 2.044 -0.324 -0.18 -0.13 -0.05
C 4.666 3.279 0.287 0.07 -0.12 0.29
C 4.405 4.477 -0.353 0.00 0.00 -0.04
C 3.929 4.468 -1.654 0.00 0.08 0.04
C 3.704 3.259 -2.286 -0.03 -0.03 -0.19
C 3.951 2.063 -1.630 -0.02 0.11 -0.05
H -3.476 8.624 3.254 0.01 0.04 0.06
H -2.836 4.507 2.314 -0.16 0.07 0.09
H -4.036 4.469 3.597 -0.14 0.04 -0.11
H -2.295 4.767 5.304 0.07 0.22 0.05
H -1.066 5.005 4.018 0.07 0.19 0.26
H -2.720 2.489 4.093 -0.05 -0.12 0.13
H -1.243 2.646 5.079 0.11 -0.09 -0.02
H 1.703 1.511 0.015 0.07 0.17 0.17
H -0.497 1.221 0.283 0.04 0.35 0.04
H 3.726 1.548 3.671 0.03 0.08 0.05
H 3.147 2.181 2.145 0.01 0.05 -0.06
H 4.539 -0.353 2.805 0.11 -0.21 0.08
H 3.110 -0.718 1.891 -0.13 0.05 -0.11
H 5.037 -1.016 -1.538 0.11 -0.15 -0.01
H 4.371 -1.941 -0.152 0.16 -0.11 -0.04
H 3.356 -0.840 -1.045 -0.09 -0.07 0.02
H 6.923 1.122 1.573 0.10 0.03 0.04
H 7.198 0.555 -0.073 0.10 -0.05 -0.04
H 6.961 -0.612 1.254 0.05 -0.08 -0.01
H 5.050 3.307 1.300 0.05 0.03 0.06
H 4.571 5.411 0.165 0.04 0.08 0.00
H 3.740 5.398 -2.171 -0.05 0.06 -0.04
H 3.339 3.236 -3.304 -0.04 0.04 -0.06
H 3.755 1.143 -2.164 0.02 -0.12 0.04
N -4.244 3.313 -1.645 0.12 0.01 -0.06
C -3.885 4.572 -1.241 -0.01 -0.02 -0.02
C -3.069 4.443 -0.149 0.00 -0.01 -0.12
C -2.933 3.051 0.112 0.08 -0.01 0.04
C -3.667 2.382 -0.828 -0.06 -0.07 -0.05
H -4.844 3.106 -2.423 -0.02 0.01 0.00
H -4.240 5.444 -1.762 0.00 0.01 0.01
H -2.621 5.254 0.402 -0.01 0.04 -0.10
H -2.365 2.594 0.905 -0.04 0.02 0.02
H -3.827 1.328 -0.984 0.00 -0.01 0.00
N -3.775 -0.313 -4.548 0.00 -0.01 0.03
C -2.685 -0.094 -3.750 0.03 0.02 -0.05
C -2.589 -1.144 -2.873 0.01 -0.01 0.03
C -3.666 -2.030 -3.159 -0.03 0.03 0.08
C -4.377 -1.490 -4.196 -0.02 0.03 0.00
H -4.085 0.296 -5.282 0.02 -0.02 -0.04
H -2.074 0.784 -3.872 0.00 0.01 0.03
H -1.833 -1.266 -2.114 -0.01 0.01 0.02
H -3.888 -2.959 -2.661 -0.01 0.01 0.03
H -5.251 -1.843 -4.715 0.00 -0.02 0.00
N 7.813 -2.916 4.697 -0.02 0.03 -0.01
C 6.708 -3.597 4.264 0.05 -0.04 0.03
C 5.604 -2.844 4.565 -0.07 -0.03 -0.04
C 6.063 -1.658 5.199 0.02 0.04 0.00
C 7.430 -1.733 5.264 0.01 -0.02 -0.01
H 8.759 -3.237 4.611 0.01 0.00 -0.01
H 6.805 -4.553 3.778 0.04 0.04 -0.09
H 4.582 -3.109 4.351 -0.01 0.02 -0.01
H 5.459 -0.845 5.565 -0.01 -0.01 0.02
H 8.157 -1.048 5.663 -0.01 0.01 0.01
N -8.646 4.684 1.810 0.00 0.06 0.11
C -8.455 4.005 2.982 -0.02 0.03 -0.06
C -7.278 4.440 3.530 0.04 0.01 0.00
C -6.738 5.421 2.654 0.02 0.00 0.04
C -7.606 5.550 1.604 -0.07 -0.07 0.01
H -9.427 4.562 1.194 0.04 -0.07 -0.07
H -9.168 3.274 3.323 0.01 -0.01 0.01
H -6.852 4.092 4.456 0.00 0.00 0.01
H -5.820 5.970 2.781 -0.02 0.04 -0.01
H -7.572 6.178 0.731 0.06 0.01 0.03
N -1.485 -3.296 -5.231 0.09 0.00 -0.08
C -2.163 -4.480 -5.200 0.00 0.01 0.00
C -1.677 -5.273 -6.208 0.01 0.00 0.00
C -0.662 -4.535 -6.874 -0.04 0.01 -0.03
C -0.568 -3.321 -6.245 -0.02 0.04 0.03
H -1.641 -2.524 -4.603 -0.05 -0.04 0.01
H -2.930 -4.659 -4.468 -0.01 -0.01 0.00
H -2.012 -6.271 -6.440 0.00 -0.01 0.00
H -0.067 -4.859 -7.711 0.03 -0.01 0.02
H 0.073 -2.477 -6.433 0.01 0.00 -0.01
N -9.694 4.000 -2.223 -0.05 -0.03 0.00
C -9.290 2.780 -2.690 -0.03 0.03 -0.01
C -7.985 2.600 -2.316 0.05 0.06 -0.01
C -7.586 3.761 -1.596 -0.04 0.01 0.02
C -8.664 4.603 -1.553 -0.03 -0.05 -0.10
H -10.607 4.393 -2.353 -0.02 0.01 -0.02
H -9.962 2.146 -3.242 0.00 -0.01 0.00
H -7.385 1.731 -2.530 -0.01 -0.02 0.03
H -6.626 3.952 -1.150 -0.02 -0.01 0.12
H -8.784 5.575 -1.106 0.00 0.03 -0.06
N 2.808 -7.627 -8.199 0.00 0.00 0.02
C 3.934 -6.915 -7.884 -0.01 -0.01 -0.02
C 3.666 -6.188 -6.755 -0.01 -0.01 0.01
C 2.326 -6.472 -6.374 0.05 -0.01 0.03
C 1.825 -7.363 -7.283 0.01 -0.02 -0.03
H 2.717 -8.245 -8.983 0.00 -0.01 -0.01
H 4.823 -6.987 -8.486 0.01 0.01 0.00
H 4.353 -5.525 -6.257 0.00 0.00 0.00
H 1.791 -6.067 -5.532 -0.02 0.02 -0.02
H 0.858 -7.830 -7.356 -0.01 0.01 0.01
N 5.884 -7.133 4.960 -0.01 -0.02 -0.02
C 5.766 -8.073 3.973 0.02 0.03 0.01
C 5.904 -9.306 4.551 0.00 -0.01 0.02
C 6.111 -9.101 5.943 0.00 -0.01 -0.01
C 6.092 -7.749 6.162 0.02 0.02 -0.01
H 5.826 -6.140 4.824 -0.06 0.03 0.08
H 5.593 -7.786 2.950 -0.01 -0.01 -0.01
H 5.860 -10.251 4.036 0.00 -0.01 0.00
H 6.256 -9.858 6.694 0.00 -0.01 0.00
H 6.207 -7.177 7.067 0.00 0.00 0.01